# C18H15AuBrN4O5S

C18H15AuBrN4O5S as an isolated structure (ωB97M-V/def2-TZVPD, the OMol25 dataset).

For the LUMO energy (spin up / spin down), the calculation gives -0.05 / -0.89 eV. The calculated total energy is -4398.009820 a.u. As for the expectation value of S²: 0.755. Its spin multiplicity is 2. Its net charge is 0.

Positions of all 45 atoms, in Å:
Au -0.723179 1.120297 -0.203720
Br -2.935649 1.214727 -2.821140
S -0.212235 3.453630 -0.397301
O 1.461631 1.037864 -0.169471
O -1.333820 1.112781 2.228643
O -3.205643 1.165517 3.504645
O 1.732465 -4.862131 -1.830044
O 5.017925 -2.445648 -2.095407
N 2.869797 -2.935109 -1.599279
N 1.931079 2.107028 0.490195
N -2.958057 1.245765 -0.057674
N -0.706701 -1.105380 -0.309091
C -0.425212 -3.848075 -0.302892
C 3.068113 4.213105 1.794526
C -3.747666 1.321996 -1.119032
C -1.632916 -1.875259 0.258192
C 1.273699 3.291737 0.456341
C -4.856612 1.456155 1.347390
C -5.118225 1.475498 -1.034979
C 4.074104 -3.491479 -2.169393
C 3.692276 2.962787 1.816282
C 1.762973 -3.695134 -1.475701
C -1.533400 -3.256890 0.274645
C 3.089999 1.928165 1.158046
C -2.562509 1.160862 2.454677
C -3.487290 1.305818 1.175781
C -5.674452 1.548004 0.234814
C 1.878669 4.364147 1.131424
C 0.369104 -1.671211 -0.858591
C 0.555925 -3.041614 -0.867068
H 1.357590 5.310490 1.118345
H 3.884908 -3.800391 -3.201372
H 3.469958 0.920043 1.112737
H -5.224090 1.490085 2.361599
H 1.081980 -0.987213 -1.300394
H 3.511092 5.053804 2.310899
H 5.840882 -2.741054 -2.491086
H -2.467513 -1.361757 0.716151
H -6.744063 1.670567 0.348874
H 4.388271 -4.366601 -1.592603
H -5.712199 1.536445 -1.934022
H 4.618889 2.789295 2.341674
H -0.294428 -4.921806 -0.325180
H -2.308834 -3.846036 0.742128
H 2.933382 -2.003828 -1.222547

Forces on atoms 1 to 6 (eV/Å):
0.00 0.13 -0.08
0.05 -0.02 -0.04
-0.05 -0.13 0.06
0.04 0.07 0.11
-0.12 -0.28 0.07
0.24 -0.18 -0.10

In the natural (NBO) picture, each atom carries the following charge in e: 1.146, 0.085, -0.180, -0.640, -0.782, -0.688, -0.616, -0.718, -0.615, 0.004, -0.534, -0.505, -0.095, -0.160, 0.150, 0.080, 0.042, -0.224, -0.281, 0.112, -0.260, 0.655, -0.249, 0.039, 0.742, 0.125, -0.141, -0.226, 0.082, -0.175, 0.239, 0.167, 0.233, 0.267, 0.225, 0.227, 0.482, 0.221, 0.225, 0.166, 0.239, 0.233, 0.248, 0.235, 0.418